{"formula": "C22H26F17N2O4", "method": "wB97M-V/def2-TZVPD", "symbols": ["C", "C", "C", "O", "C", "C", "O", "O", "N", "C", "C", "C", "F", "F", "C", "F", "F", "C", "F", "F", "C", "F", "F", "C", "F", "F", "C", "F", "F", "C", "F", "F", "C", "F", "F", "F", "C", "C", "C", "O", "H", "H", "H", "H", "H", "H", "H", "H", "H", "H", "H", "H", "H", "H", "H", "H", "H", "H", "H", "C", "C", "C", "C", "N", "H", "H", "H", "H", "H", "H", "H"], "xyz": [[-0.695, -3.846, 1.552], [-0.599, -3.897, 0.024], [-0.179, -2.573, -0.637], [-0.697, -1.435, 0.006], [-2.065, -1.241, -0.307], [-2.264, -0.789, -1.791], [-3.407, -1.003, -2.214], [-1.298, -0.217, -2.336], [-2.572, -0.275, 0.660], [-1.947, 1.036, 0.462], [-0.832, 1.311, 1.488], [-0.164, 2.652, 1.268], [0.461, 3.119, 2.394], [-1.104, 3.605, 0.940], [0.862, 2.705, 0.102], [1.352, 3.957, -0.050], [0.160, 2.369, -1.003], [2.101, 1.757, 0.148], [1.710, 0.489, 0.010], [2.872, 2.099, -0.911], [2.965, 1.920, 1.440], [3.020, 3.244, 1.702], [2.368, 1.296, 2.469], [4.474, 1.501, 1.408], [5.049, 2.197, 0.411], [5.012, 1.915, 2.573], [4.928, 0.017, 1.220], [6.269, 0.099, 1.093], [4.418, -0.441, 0.067], [4.657, -1.006, 2.395], [5.789, -1.715, 2.582], [4.386, -0.333, 3.522], [3.534, -2.059, 2.192], [2.358, -1.486, 2.145], [3.567, -2.886, 3.215], [3.735, -2.753, 1.094], [-4.023, -0.197, 0.637], [-4.620, 0.202, 1.977], [-6.153, 0.281, 1.872], [-4.212, -0.750, 2.964], [0.211, -4.226, 2.028], [-0.898, -2.833, 1.895], [-1.515, -4.478, 1.901], [0.100, -4.671, -0.304], [-1.573, -4.189, -0.380], [0.904, -2.465, -0.637], [-0.481, -2.592, -1.690], [-2.615, -2.177, -0.162], [-2.708, 1.813, 0.560], [-1.555, 1.104, -0.552], [-1.263, 1.342, 2.494], [-0.125, 0.483, 1.469], [-4.384, 0.522, -0.113], [-4.442, -1.160, 0.338], [-4.250, 1.193, 2.266], [-6.609, -0.201, 2.735], [-6.496, 1.317, 1.832], [-6.513, -0.218, 0.969], [-4.087, -0.293, 3.799], [1.877, 1.927, -4.482], [0.713, 1.206, -3.813], [0.098, 0.098, -4.670], [-0.419, 0.612, -5.938], [-0.811, 1.041, -6.923], [1.559, 2.433, -5.396], [2.294, 2.681, -3.813], [2.677, 1.230, -4.743], [-0.071, 1.918, -3.555], [1.044, 0.756, -2.877], [-0.722, -0.376, -4.122], [0.843, -0.667, -4.901]], "mulliken_charge": [-1.04, -0.66, -0.67, 0.27, -0.79, 0.34, -0.79, -0.61, 0.70, -1.03, -0.25, 0.90, -0.34, -0.37, 0.36, -0.33, -0.13, 0.80, -0.09, -0.37, 0.59, -0.28, -0.30, 0.42, -0.28, -0.30, 0.60, -0.33, -0.23, 0.60, -0.31, -0.26, 0.64, -0.20, -0.28, -0.25, -1.47, 0.64, -1.42, -0.56, 0.29, 0.21, 0.31, 0.49, 0.31, 0.42, 0.20, 0.43, 0.66, 0.13, 0.21, -0.21, 0.27, 0.66, 0.26, 0.36, 0.32, 0.36, 0.33, -1.53, 0.67, 0.01, 0.22, -0.56, 0.42, 0.39, 0.31, 0.29, -0.50, -0.06, 0.43], "gap_ev": 7.3, "max_force_ha_per_bohr": 0.020, "charge": -1, "e_tot_ha": -2962.1886}